69
Properties=species:S:1:pos:R:3:mulliken_charge:R:1 method="wB97M-V/def2-TZVPD" e_homo_ha="-0.30060 / -0.29398" orbital_gap_ev="6.2 / 6.1" s_squared=0.766 charge=0 spin_multiplicity=2
Re -0.496 -0.708 0.416 1.27
O 2.522 -1.736 -2.803 -0.72
C 1.530 -1.462 -2.147 -0.32
O 1.003 -2.149 -1.227 -0.54
C 0.788 -0.150 -2.435 0.85
C 1.061 0.580 -3.583 -0.78
C 0.325 1.722 -3.848 -0.46
C -0.712 2.045 -2.987 -0.79
C -0.921 1.264 -1.861 0.58
N -0.152 0.211 -1.560 0.22
C -2.124 1.511 -0.959 0.09
O -2.904 2.405 -1.219 -0.73
O -2.246 0.678 0.001 -0.77
H 1.857 0.231 -4.224 0.55
H 0.541 2.334 -4.710 0.46
H -1.369 2.884 -3.150 0.55
C 0.741 -4.423 1.211 -1.00
C 2.045 -3.666 0.990 -0.79
As 1.703 -1.743 1.222 0.19
C 3.246 -0.715 0.547 -0.25
C 4.562 -1.486 0.485 -1.26
C 1.884 -1.472 3.194 -0.33
C 2.760 -2.469 3.947 -1.26
H 0.883 -5.493 1.073 0.44
H 0.009 -4.075 0.480 0.10
H 0.343 -4.239 2.213 0.23
H 2.404 -3.820 -0.028 0.46
H 2.822 -3.961 1.704 0.64
H 3.329 0.157 1.209 0.49
H 2.993 -0.349 -0.450 0.17
H 4.773 -1.976 1.437 0.24
H 5.381 -0.806 0.250 0.42
H 4.519 -2.243 -0.296 0.29
H 0.874 -1.482 3.610 0.28
H 2.267 -0.456 3.327 0.47
H 2.356 -3.478 3.874 0.27
H 2.796 -2.206 5.004 0.41
H 3.781 -2.474 3.564 0.27
F -2.462 6.457 5.269 -0.26
C -1.521 6.845 4.383 0.91
F -2.107 7.785 3.618 -0.26
F -0.575 7.472 5.096 -0.28
C -1.005 5.689 3.580 0.34
C -1.879 5.067 2.692 -1.05
C -1.470 3.944 2.008 -0.24
C -0.188 3.424 2.224 -0.04
C 0.697 4.084 3.078 -0.83
C 0.287 5.212 3.760 -0.60
C 0.113 2.177 1.637 0.52
C 0.218 1.031 1.240 -0.66
H -2.875 5.461 2.559 0.40
H -2.140 3.450 1.322 0.38
H 1.690 3.690 3.221 0.48
H 0.958 5.714 4.441 0.45
S -2.676 -2.095 4.334 -0.39
C -1.845 -1.624 3.076 0.66
N -1.186 -1.309 2.147 -0.01
S -1.986 -2.511 -0.577 -0.43
C -3.380 -2.372 0.360 0.33
N -3.924 -1.249 0.803 0.20
C -5.074 -1.494 1.645 -0.65
C -5.134 -3.034 1.705 -0.46
N -4.120 -3.425 0.740 -0.14
H -3.532 -0.322 0.605 0.18
H -5.969 -1.059 1.190 0.38
H -4.921 -1.044 2.631 0.32
H -6.112 -3.428 1.422 0.31
H -4.872 -3.402 2.704 0.26
H -3.810 -4.373 0.617 0.25

61
Properties=species:S:1:pos:R:3:mulliken_charge:R:1 method="wB97M-V/def2-TZVPD" e_homo_ha=-0.40421 orbital_gap_ev=7.4 charge=+1
Ti 0.713 -0.769 -0.114 0.19
O -0.234 0.925 0.588 -0.32
N -0.673 1.086 1.826 0.63
C -1.048 2.322 2.219 -0.27
C -1.518 2.524 3.488 -0.76
C -1.600 1.434 4.356 -0.27
C -1.195 0.190 3.931 -0.83
C -0.703 0.005 2.637 0.53
S -0.067 -1.505 2.044 -0.46
H -0.953 3.076 1.453 0.48
H -1.818 3.517 3.788 0.45
H -1.973 1.564 5.363 0.43
H -1.231 -0.672 4.583 0.47
C -3.445 -0.763 -6.232 -0.50
C -3.883 -1.412 -5.088 -0.71
C -3.215 -1.233 -3.882 -0.37
C -2.101 -0.404 -3.814 0.72
C -1.671 0.256 -4.964 -0.46
C -2.337 0.074 -6.166 -0.69
P -1.285 -0.029 -2.215 0.30
C -1.668 -1.532 -1.210 0.41
C -1.075 -2.792 -1.303 0.78
C -1.548 -3.853 -0.535 -0.79
C -2.627 -3.670 0.310 -0.59
C -3.240 -2.421 0.405 -0.70
C -2.755 -1.363 -0.333 -0.94
C 0.483 -0.322 -2.694 0.28
C 1.469 0.582 -2.281 -0.27
C 2.790 0.441 -2.707 -0.70
C 3.135 -0.606 -3.538 -0.70
C 2.161 -1.508 -3.968 -0.95
C 0.852 -1.363 -3.561 -0.22
H -3.963 -0.905 -7.171 0.39
H -4.744 -2.066 -5.132 0.41
H -3.565 -1.760 -3.002 0.34
H -0.811 0.915 -4.930 0.38
H -1.989 0.587 -7.053 0.41
H -0.239 -2.961 -1.964 0.31
H -1.063 -4.818 -0.604 0.43
H -2.994 -4.497 0.902 0.39
H -4.085 -2.277 1.065 0.48
H -3.213 -0.384 -0.243 0.38
H 1.189 1.438 -1.668 0.47
H 3.531 1.167 -2.404 0.73
H 4.157 -0.715 -3.874 0.45
H 2.432 -2.316 -4.635 0.44
H 0.093 -2.037 -3.936 0.60
C 4.342 1.056 0.302 -1.30
As 2.864 0.145 1.134 0.77
C 3.765 -1.397 1.865 -1.17
C 2.562 1.218 2.701 -1.16
O 1.635 -2.056 -0.428 -0.44
H 5.098 1.232 1.066 0.47
H 4.022 2.007 -0.121 0.39
H 4.761 0.431 -0.483 0.42
H 4.595 -1.068 2.488 0.45
H 4.123 -2.014 1.045 0.34
H 3.055 -1.971 2.456 0.32
H 3.518 1.420 3.183 0.47
H 1.924 0.665 3.389 0.33
H 2.081 2.158 2.436 0.32

69
Properties=species:S:1:pos:R:3:mulliken_charge:R:1 method="wB97M-V/def2-TZVPD" e_homo_ha="-0.34828 / -0.34053" orbital_gap_ev="5.8 / 5.5" s_squared=1.235 charge=+1 spin_multiplicity=2
V 0.159 -0.094 0.251 -0.89
C -0.983 1.631 -3.375 -1.50
C -1.287 1.096 -2.126 -0.44
N -0.163 0.767 -1.485 0.49
N 0.865 1.077 -2.298 0.13
C 0.397 1.592 -3.447 -0.04
B 2.325 0.977 -1.781 0.75
N 2.344 1.784 -0.442 0.35
C 3.218 2.687 0.027 -0.11
C 2.895 2.964 1.342 -1.52
C 1.785 2.165 1.605 -0.11
N 1.462 1.451 0.522 -0.08
N 2.630 -0.480 -1.357 0.19
C 3.776 -1.181 -1.447 -0.01
C 3.714 -2.234 -0.555 -1.46
C 2.476 -2.101 0.065 -0.12
N 1.819 -1.045 -0.425 0.17
N 3.265 1.569 -2.792 0.54
C 3.302 2.884 -3.157 -0.39
C 4.141 2.998 -4.231 -0.97
C 4.575 1.678 -4.473 -0.29
N 4.041 0.831 -3.617 -1.07
H -1.666 1.980 -4.129 0.46
H -2.254 0.939 -1.678 0.59
H 1.058 1.905 -4.237 0.46
H 4.018 3.071 -0.583 0.57
H 3.391 3.649 2.008 0.46
H 1.227 2.080 2.523 0.38
H 4.538 -0.882 -2.141 0.55
H 4.461 -2.988 -0.380 0.46
H 2.054 -2.726 0.834 0.42
H 2.727 3.629 -2.630 0.60
H 4.410 3.890 -4.769 0.44
H 5.248 1.323 -5.236 0.48
Br -1.987 2.186 5.854 -0.11
C -1.637 1.590 4.099 -0.62
C -1.675 2.497 3.037 -0.86
C -1.343 2.030 1.788 -0.81
N -1.012 0.756 1.546 1.68
C -1.075 -0.154 2.555 0.76
C -1.359 0.262 3.864 -0.87
C -0.805 -1.539 2.209 0.71
C -0.503 -2.501 3.179 -0.90
C -0.214 -3.797 2.840 -0.66
Br 0.124 -5.083 4.174 -0.14
C -0.140 -4.156 1.469 -0.67
C -0.414 -3.222 0.536 -1.06
N -0.820 -1.927 0.846 0.98
H -1.945 3.530 3.197 0.54
H -1.319 2.696 0.933 0.43
H -1.390 -0.442 4.682 0.57
H -0.491 -2.217 4.221 0.51
H 0.133 -5.158 1.175 0.54
H -0.374 -3.444 -0.520 0.47
C -3.888 -2.985 0.756 -1.39
Ge -3.521 -1.130 0.182 0.99
C -4.232 0.119 1.529 -1.38
C -4.373 -0.792 -1.564 -1.41
C -1.532 -1.163 -0.129 -0.42
H -4.966 -3.148 0.790 0.45
H -3.485 -3.184 1.751 0.36
H -3.459 -3.700 0.053 0.36
H -5.319 0.031 1.530 0.51
H -3.976 1.150 1.294 0.36
H -3.877 -0.121 2.529 0.35
H -5.328 -1.318 -1.597 0.43
H -3.755 -1.156 -2.385 0.42
H -4.571 0.270 -1.714 0.42
H -1.441 -1.666 -1.096 0.96